Arrangement one

ORCA calculation (wB97M-V/def2-TZVPD) on a single C4H9NOS molecule.

E_LUMO (spin up / spin down) = -1.417 / -1.416 eV
Multiplicity = 1
Orbital gap (spin up / spin down) = 7.4 / 7.4 eV

Cartesian coordinates (Å):
C -0.86 -1.14 -0.95
C -0.43 0.01 0.18
C 0.00 1.09 -0.85
C 0.61 -0.62 1.16
N -1.54 0.39 0.91
O -1.39 -2.15 -0.23
S -2.85 -1.88 0.39
H -1.38 -0.64 -1.69
H 0.02 -1.58 -1.45
H 0.78 0.87 -1.61
H 0.44 1.85 -0.20
H -0.88 1.45 -1.27
H 0.70 0.05 2.01
H 1.50 -0.96 0.53
H 0.34 -1.71 1.42
H -1.50 0.32 1.89

Results of the Löwdin charge analysis, in e, for atoms 1 through 2: atom 1 (C): -0.278, atom 2 (C): -0.631

---

Arrangement two

ORCA calculation (wB97M-V/def2-TZVPD) on a single C4H9NOS molecule.

E_LUMO = 0.833 eV
Structure (SMILES) = NC(=O)CCCS
Multiplicity = 1
Orbital gap = 10.0 eV

Cartesian coordinates (Å):
C -0.54 0.69 0.28
C -0.82 -0.87 0.27
C -0.11 -1.48 -0.96
S -1.03 -1.17 -2.52
C 0.93 1.07 0.46
N 1.11 1.81 1.62
O 1.82 0.57 -0.18
H -1.21 1.37 0.83
H -0.72 1.07 -0.76
H -0.67 -1.33 1.25
H -1.89 -0.90 0.04
H 0.96 -1.57 -0.93
H -0.38 -2.57 -0.81
H -0.14 -0.23 -2.87
H 2.10 1.91 1.81
H 0.61 1.64 2.47

Results of the Löwdin charge analysis, in e, for atoms 1 through 2: atom 1 (C): -0.141, atom 2 (C): -0.237

---

Computed energies relative to the best structure, in eV: arrangement one 4.177; arrangement two 0.000

---

Arrangement one

ORCA calculation (wB97M-V/def2-TZVPD) on a single C4H9NOS molecule.

E_LUMO = 0.708 eV
Structure (SMILES) = C[C@@H](CS)NC=O
Multiplicity = 1
Orbital gap = 10.0 eV

Cartesian coordinates (Å):
O 2.04 -1.49 -1.51
C 2.22 -0.45 -0.93
N 1.26 0.33 -0.35
C -0.04 -0.22 -0.04
C -1.14 0.78 -0.45
S -2.83 0.18 -0.32
C -0.22 -0.70 1.39
H 3.22 -0.05 -0.71
H 1.56 1.07 0.25
H -0.17 -1.07 -0.71
H -0.92 1.12 -1.46
H -1.00 1.65 0.15
H -3.35 1.38 -0.57
H 0.48 -1.52 1.57
H 0.12 0.06 2.10
H -1.23 -1.05 1.58

Results of the Löwdin charge analysis, in e, for atoms 1 through 2: atom 1 (O): 0.039, atom 2 (C): -0.358

---

Arrangement two

ORCA calculation (wB97M-V/def2-TZVPD) on a single C4H9NOS molecule.

E_LUMO = 0.585 eV
Structure (SMILES) = CN[C@H](C)C(O)=S
Multiplicity = 1
Orbital gap = 8.9 eV

Cartesian coordinates (Å):
C 2.18 -0.43 -0.13
C 0.56 1.51 0.06
C -1.46 -1.05 0.28
C 0.73 0.01 0.41
N -0.20 -0.78 -0.36
O 2.13 -1.55 -0.77
S 3.56 0.51 0.18
H -0.51 1.60 0.20
H 0.92 1.87 -0.90
H 1.03 2.08 0.77
H -1.89 -0.08 0.78
H -2.25 -1.39 -0.49
H -1.27 -1.66 1.17
H 0.78 -0.01 1.55
H 1.21 -1.84 -0.72
H -0.36 -0.15 -1.28

Results of the Löwdin charge analysis, in e, for atoms 1 through 2: atom 1 (C): -0.794, atom 2 (C): -0.093

---

Computed energies relative to the best structure, in eV: arrangement one 0.000; arrangement two 1.488

---

Arrangement one

ORCA calculation (wB97M-V/def2-TZVPD) on a single C4H9NOS molecule.

E_LUMO = 0.690 eV
Structure (SMILES) = CC(C)OC(N)=S
Multiplicity = 1
Orbital gap = 9.1 eV

Cartesian coordinates (Å):
C -0.55 -1.11 1.06
C 0.30 -0.37 0.01
C 1.80 -0.77 0.11
C -0.54 1.79 -0.42
H -0.19 -0.84 2.02
H -1.59 -0.77 1.05
H -0.52 -2.22 0.95
H 0.01 -0.59 -1.05
H 1.93 -1.82 -0.14
H 2.42 -0.14 -0.47
H 2.11 -0.63 1.14
H -1.93 1.70 -1.85
H -1.67 0.19 -1.18
N -1.34 1.14 -1.32
O 0.32 1.04 0.31
S -0.55 3.39 -0.21

Results of the Löwdin charge analysis, in e, for atoms 1 through 2: atom 1 (C): -0.035, atom 2 (C): -0.408

---

Arrangement two

ORCA calculation (wB97M-V/def2-TZVPD) on a single C4H9NOS molecule.

E_LUMO = 0.655 eV
Structure (SMILES) = CNC(=O)CCS
Multiplicity = 1
Orbital gap = 9.9 eV

Cartesian coordinates (Å):
C -0.42 -0.25 -0.85
C -0.31 -0.72 0.64
S -1.39 -2.22 1.02
C 0.08 1.18 -0.90
N 1.35 1.40 -0.33
C 2.34 1.05 0.62
O -0.29 2.05 -1.67
H -0.04 -1.02 -1.56
H -1.49 -0.10 -1.09
H 0.67 -0.93 0.99
H -0.85 0.04 1.24
H -2.55 -1.88 0.51
H 1.31 2.39 -0.43
H 2.49 2.07 1.12
H 2.13 0.28 1.30
H 3.33 0.85 0.15

Results of the Löwdin charge analysis, in e, for atoms 1 through 2: atom 1 (C): -0.158, atom 2 (C): -0.516

---

Computed energies relative to the best structure, in eV: arrangement one 0.000; arrangement two 1.142

---

Arrangement one

ORCA calculation (wB97M-V/def2-TZVPD) on a single C4H9NOS molecule.

E_LUMO = 0.776 eV
Structure (SMILES) = CS/N=C\[C@H](C)O
Multiplicity = 1
Orbital gap = 9.4 eV

Cartesian coordinates (Å):
C 2.92 -0.02 0.24
C -0.34 -1.25 -0.49
C -1.63 -0.26 0.06
C -1.64 1.21 -0.42
H 3.02 0.21 -0.89
H 3.22 -1.08 0.33
H 3.53 0.41 0.96
H -0.69 -1.95 -1.23
H -2.46 -0.89 -0.40
H -2.72 1.74 -0.24
H -0.87 1.83 -0.09
H -1.72 1.40 -1.52
H -1.00 -0.41 2.09
N 0.90 -0.84 -0.41
O -1.72 -0.61 1.45
S 1.21 0.51 0.55

Results of the Löwdin charge analysis, in e, for atoms 1 through 2: atom 1 (C): -0.403, atom 2 (C): -0.123

---

Arrangement two

ORCA calculation (wB97M-V/def2-TZVPD) on a single C4H9NOS molecule.

E_LUMO = 0.687 eV
Structure (SMILES) = CC(=O)NCCS
Multiplicity = 1
Orbital gap = 9.7 eV

Cartesian coordinates (Å):
O 1.62 -0.21 -0.28
C 0.96 -0.69 0.63
N -0.36 -0.75 0.39
C -0.91 -0.34 -0.95
C -0.52 1.11 -1.26
S -1.94 2.22 -0.99
C 1.60 -0.83 2.07
H -1.06 -1.21 1.01
H -0.35 -0.99 -1.58
H -1.93 -0.67 -0.79
H -0.18 1.17 -2.31
H 0.55 1.39 -0.96
H -2.65 1.87 -2.31
H 0.79 -0.40 2.64
H 2.09 -1.73 2.32
H 2.31 0.07 2.38

Results of the Löwdin charge analysis, in e, for atoms 1 through 2: atom 1 (O): -0.009, atom 2 (C): -0.516

---

Arrangement three

ORCA calculation (wB97M-V/def2-TZVPD) on a single C4H9NOS molecule.

E_LUMO = 0.715 eV
Structure (SMILES) = CNC(=O)CCS
Multiplicity = 1
Orbital gap = 9.7 eV

Cartesian coordinates (Å):
C -0.44 0.34 -0.43
C -1.96 0.22 -0.52
S -2.50 -0.37 -2.19
C -0.03 0.46 1.03
N 1.29 0.25 1.33
C 2.30 -0.16 0.38
O -0.85 0.53 1.93
H -0.01 -0.59 -0.79
H -0.03 1.11 -1.07
H -2.32 -0.57 0.12
H -2.37 1.23 -0.49
H -2.22 -1.67 -2.04
H 1.39 0.08 2.32
H 2.65 0.65 -0.24
H 3.15 -0.56 0.94
H 1.94 -0.95 -0.28

Results of the Löwdin charge analysis, in e, for atoms 1 through 2: atom 1 (C): -0.196, atom 2 (C): -0.517

---

Computed energies relative to the best structure, in eV: arrangement one 3.553; arrangement two 1.892; arrangement three 0.000